# 1
{"formula": "C6H5BrFNO2", "method": "ωB97M-V/def2-TZVPD", "elements": ["C", "H", "H", "C", "C", "N", "H", "H", "F", "H", "C", "C", "Br", "O", "O", "C"], "positions_angstrom": [[0.32, -0.49, -1.38], [-1.49, -2.13, 0.82], [0.95, 1.37, 1.33], [-0.36, -0.41, 1.27], [1.22, 0.24, -0.45], [-0.68, 1.76, 0.25], [-1.32, -1.85, -1.63], [-0.59, -0.54, 2.25], [1.99, 1.15, -0.97], [0.62, -0.30, -2.37], [0.36, 0.72, 0.68], [-0.83, -1.32, 0.47], [2.61, -1.15, 0.39], [-0.61, 2.84, 0.72], [-1.54, 1.38, -0.42], [-0.66, -1.27, -0.94]], "charge": 0, "relative_energy_kcal_mol": 9.8, "fmax_ev_per_a": 4.9, "e_tot_ev": -84643.25034, "smiles": "O=[N+]([O-])[C@H]1C=CC=C[C@]1(F)Br", "homo_lumo_gap_ev": 8.667}

=====

# 2
{"formula": "C37H53N2P2PtSbSi2", "method": "ωB97M-V/def2-TZVPD", "elements": ["H", "H", "Sb", "H", "H", "C", "H", "C", "H", "C", "C", "Si", "C", "H", "H", "H", "H", "C", "H", "H", "C", "C", "C", "C", "Pt", "H", "H", "H", "H", "H", "H", "H", "H", "C", "C", "Si", "C", "H", "H", "C", "H", "H", "H", "C", "C", "C", "H", "C", "P", "H", "C", "C", "H", "C", "H", "C", "H", "H", "H", "C", "H", "H", "H", "H", "H", "N", "H", "C", "H", "H", "C", "C", "C", "C", "H", "H", "H", "C", "H", "H", "H", "H", "P", "H", "C", "C", "H", "H", "C", "C", "H", "C", "H", "C", "N", "C", "H", "C"], "positions_angstrom": [[-2.44, 4.80, 0.15], [-1.61, -2.50, -1.88], [-2.09, 0.15, 2.44], [0.42, 5.97, -1.19], [5.00, 3.11, 1.11], [4.86, -1.87, 0.20], [2.51, -4.32, -1.66], [0.50, 4.26, 1.52], [-0.36, 2.57, -6.94], [-0.60, 1.34, -5.20], [-0.18, 1.08, -3.91], [-0.48, -3.38, 1.04], [-2.34, -3.47, 1.00], [3.22, -0.50, 0.19], [-1.38, 0.73, -5.64], [-4.36, 2.06, 1.10], [-0.10, -4.04, 3.42], [0.58, 4.93, -1.48], [-2.93, -2.63, 5.28], [-4.69, 0.20, 2.76], [5.31, 2.00, -2.08], [0.98, 3.15, -5.37], [-0.97, -2.73, -2.72], [-2.84, -2.26, 4.26], [-0.43, 0.39, 0.38], [-0.63, 0.27, -3.34], [-2.83, -2.53, 1.28], [-0.06, -4.92, -0.90], [-0.26, -5.77, 0.62], [0.09, 2.10, 3.94], [-2.48, 3.05, 0.33], [-0.93, 3.26, 4.77], [-4.33, -1.00, 1.53], [3.38, 2.46, -0.12], [-2.04, 3.87, -0.25], [-0.18, 3.84, -0.17], [3.56, -1.48, -0.11], [-2.34, -3.02, 3.67], [5.51, -1.18, 0.72], [1.25, -2.86, -3.67], [-2.66, -3.71, -0.02], [1.37, -3.43, 2.65], [0.60, 3.37, 2.15], [3.01, 1.98, -1.38], [0.96, -0.11, -1.24], [-1.50, -3.21, -3.90], [-5.56, 0.92, 0.50], [0.19, -4.89, 0.16], [1.31, 1.52, -1.66], [6.06, 1.83, -2.83], [0.83, 1.86, -3.34], [3.16, -3.63, -1.14], [-2.57, -3.35, -3.99], [-4.13, 0.03, 1.84], [-2.99, 2.30, 3.66], [2.71, -2.36, -0.78], [3.70, 1.35, -3.33], [1.27, -4.99, 0.28], [2.19, 3.50, -3.64], [-2.07, -0.95, 4.27], [1.36, -3.58, -5.68], [-1.84, 2.84, 2.45], [6.32, -3.43, 0.07], [1.49, 4.71, 1.43], [1.66, 4.79, -1.55], [0.00, -1.90, 0.17], [-0.13, 4.97, 2.04], [0.42, -2.57, -2.59], [6.71, 2.71, -0.62], [-1.06, 1.56, 5.15], [0.71, -3.34, -4.85], [4.71, 2.73, 0.15], [5.67, 2.50, -0.83], [-0.03, 2.37, -5.93], [0.13, 4.79, -2.46], [-1.04, -1.07, 4.60], [4.81, -4.99, -1.11], [-1.98, 2.13, 3.26], [-2.39, 3.77, -1.28], [-3.85, -2.14, 3.87], [2.32, -2.72, -3.59], [2.63, 2.63, 0.64], [1.03, -1.83, -1.08], [1.43, 3.95, -5.94], [4.46, -4.01, -0.83], [-4.51, 1.03, 0.76], [-1.08, -3.90, -5.89], [-2.54, -0.23, 4.95], [-0.91, 2.26, 4.34], [5.30, -3.13, -0.17], [-2.73, -4.25, 1.66], [-0.66, -3.52, -4.97], [-3.93, 0.88, -0.15], [0.29, -3.28, 2.74], [0.29, 2.12, -0.49], [1.41, 2.90, -4.07], [0.15, -2.30, 3.20], [3.98, 1.74, -2.36]], "charge": 2, "relative_energy_kcal_mol": 18.3, "s2": 6.025, "fmax_ev_per_a": 0.5, "e_tot_ev": -86312.47203, "homo_lumo_gap_ev": [7.745, 5.871], "spin_multiplicity": 5}

=====

- Which formula does entry 1 have?
  C6H5BrFNO2